--- i ---
Below is the molecule C3H4ClNS, with properties calculated with ωB97M-V/def2-TZVPD.

Output
Highest occupied orbital energy (alpha / beta), eV: -8.26 / -8.26
Total charge: 0

The geometry in XYZ format:
```
10
C3H4ClNS ωB97M-V/def2-TZVPD
C 1.140 -0.445 -0.310
C 0.132 0.471 0.135
C -0.040 1.557 0.888
N -1.024 -0.167 -0.596
S 0.101 -1.197 -1.364
Cl -0.590 -3.258 -0.720
H 2.158 -0.310 -0.255
H 0.841 1.971 1.480
H -0.949 2.053 0.890
H -1.770 -0.674 -0.147
```

--- ii ---
Below is the molecule C3H4ClNS, with properties calculated with ωB97M-V/def2-TZVPD.

Output
Highest occupied orbital energy (alpha / beta), eV: -8.53 / -8.53
Total charge: 0

The geometry in XYZ format:
```
10
C3H4ClNS ωB97M-V/def2-TZVPD
C -0.587 -0.890 0.024
C 1.507 0.220 0.197
C -1.442 0.151 -0.337
N 0.698 -0.906 0.119
S 0.815 1.884 0.019
Cl -3.079 0.096 0.076
H -1.048 -1.842 0.273
H 2.002 0.179 1.172
H 2.289 0.138 -0.566
H -1.153 0.970 -0.976
```

--- iii ---
Below is the molecule C3H4ClNS, with properties calculated with ωB97M-V/def2-TZVPD.

Output
Highest occupied orbital energy, eV: -8.66
SMILES: C=C(Cl)C(N)=S
Total charge: 0

The geometry in XYZ format:
```
10
C3H4ClNS ωB97M-V/def2-TZVPD
C -0.827 -0.651 0.020
C 0.761 -0.604 -0.195
C 1.338 0.570 -0.364
H -0.809 1.331 0.695
H -2.335 0.518 0.634
H 0.827 1.674 -0.389
H 2.411 0.641 -0.542
N -1.421 0.588 0.185
S -1.488 -2.132 -0.211
Cl 1.543 -1.936 0.167
```

Verdict on stability: ii comes out at the bottom.

--- i ---
Below is a cluster of 2 separate species, C2H4NO4 in total, with properties calculated with ωB97M-V/def2-TZVPD.

Output
Highest occupied orbital energy, eV: -5.16
Total charge: -1

The geometry in XYZ format:
```
11
C2H4NO4 ωB97M-V/def2-TZVPD
O 0.826 -1.143 1.117
C 0.147 -0.326 1.562
N -0.415 0.876 0.971
C -0.344 1.254 -0.523
O -0.867 2.312 -0.778
O 0.090 0.321 -1.104
H -0.044 -0.334 2.735
H -0.700 1.566 1.631
H 0.576 -1.112 -2.484
H 0.080 -1.517 -1.194
O 0.651 -1.898 -1.933
```

--- ii ---
Below is a cluster of 2 separate species, C2H4NO4 in total, with properties calculated with ωB97M-V/def2-TZVPD.

Output
Highest occupied orbital energy, eV: -2.28
Total charge: -1

The geometry in XYZ format:
```
11
C2H4NO4 ωB97M-V/def2-TZVPD
C 1.059 -4.571 -1.750
C -0.961 2.860 1.924
N 0.062 3.363 1.234
O 0.780 2.339 0.493
O 0.078 -5.033 -2.312
O 0.523 4.599 1.215
O -1.282 1.660 2.007
H 1.133 -4.512 -0.597
H 2.004 -4.403 -2.284
H -1.494 3.672 2.501
H 0.174 1.591 0.606
```

Verdict on stability: ii comes out at the bottom.

--- i ---
Below is a cluster of 4 separate species, C2H14N2O3 in total, with properties calculated with ωB97M-V/def2-TZVPD.

Output
Highest occupied orbital energy, eV: -9.64
SMILES: CNCN.O.O.O
Total charge: 0

The geometry in XYZ format:
```
21
C2H14N2O3 ωB97M-V/def2-TZVPD
C 0.342 1.399 1.431
N 1.221 1.422 0.244
C 2.400 0.573 0.370
N 1.996 -0.820 0.392
H 0.848 1.813 2.327
H 0.017 0.411 1.701
H -0.499 2.046 1.251
H 1.470 2.400 0.120
H 3.072 0.847 -0.456
H 2.959 0.800 1.279
H 2.638 -1.388 -0.132
H 1.086 -0.908 -0.061
H 0.213 0.911 -1.106
H -0.375 0.535 -2.620
O -0.557 0.705 -1.696
H -2.601 -2.660 0.006
H -2.437 -4.102 -0.539
O -2.844 -3.580 0.167
H -3.720 0.064 -0.713
H -2.308 0.003 -1.282
O -2.918 -0.471 -0.684
```

--- ii ---
Below is a cluster of 4 separate species, C2H14N2O3 in total, with properties calculated with ωB97M-V/def2-TZVPD.

Output
Highest occupied orbital energy, eV: -9.41
SMILES: NCCN.O.O.O
Total charge: 0

The geometry in XYZ format:
```
21
C2H14N2O3 ωB97M-V/def2-TZVPD
N 0.111 0.527 2.337
C -0.444 -0.130 1.145
C -0.630 0.900 0.047
N -1.131 0.309 -1.197
H 0.965 1.040 2.135
H 0.318 -0.145 3.067
H -1.407 -0.582 1.391
H 0.202 -0.935 0.769
H -1.375 1.636 0.377
H 0.299 1.472 -0.096
H -1.378 1.081 -1.800
H -0.390 -0.204 -1.670
H -2.630 -0.829 -0.643
H -4.113 -1.174 -0.408
O -3.233 -1.329 -0.053
H 1.892 -0.594 -2.887
H 2.199 -0.659 -1.396
O 1.572 -0.979 -2.063
H 3.513 -0.404 0.539
H 2.455 0.690 0.438
O 3.207 0.310 -0.031
```

Verdict on stability: i comes out at the bottom.

--- i ---
Below is a cluster of 4 separate species, C2H14N2O3 in total, with properties calculated with ωB97M-V/def2-TZVPD.

Output
Highest occupied orbital energy, eV: -8.05
SMILES: NCCN.O.O.O
Total charge: 0

The geometry in XYZ format:
```
21
C2H14N2O3 ωB97M-V/def2-TZVPD
C -1.289 -0.682 -0.605
C -1.659 0.699 -0.087
N -0.917 1.857 -0.215
N -2.040 -1.758 -0.091
H -1.311 -0.695 -1.758
H -0.138 -0.955 -0.285
H -2.749 0.720 -0.458
H -1.680 0.611 1.037
H -1.059 2.136 -1.109
H 0.034 1.610 -0.203
H -1.716 -2.340 0.690
H -2.990 -1.533 -0.186
H -4.689 -1.678 -2.091
H -4.977 -0.127 -1.904
O -4.426 -0.825 -1.561
H 6.817 0.945 1.302
H 6.981 -0.467 1.724
O 6.402 0.267 1.873
H 3.164 1.381 0.298
H 3.430 0.060 1.429
O 2.932 0.501 0.664
```

--- ii ---
Below is a cluster of 4 separate species, C2H14N2O3 in total, with properties calculated with ωB97M-V/def2-TZVPD.

Output
Highest occupied orbital energy, eV: -9.35
SMILES: NCCN.O.O.O
Total charge: 0

The geometry in XYZ format:
```
21
C2H14N2O3 ωB97M-V/def2-TZVPD
C 1.826 0.147 -0.318
C 0.910 -0.302 -1.449
N 1.499 -1.250 -2.383
N 1.051 0.870 0.697
H 2.216 -0.728 0.203
H 2.697 0.708 -0.674
H 0.039 -0.792 -1.019
H 0.581 0.572 -2.010
H 2.068 -1.967 -1.953
H 2.069 -0.818 -3.103
H 1.503 0.890 1.596
H 0.728 1.788 0.430
H -1.583 2.139 2.830
H -0.153 1.709 2.902
O -1.039 1.393 3.112
H -3.080 -0.914 -0.705
H -2.225 -2.139 -0.632
O -3.110 -1.870 -0.902
H -1.269 0.267 0.872
H -2.490 0.016 1.700
O -2.239 0.280 0.806
```

--- iii ---
Below is a cluster of 4 separate species, C2H14N2O3 in total, with properties calculated with ωB97M-V/def2-TZVPD.

Output
Highest occupied orbital energy, eV: -9.43
SMILES: NCCN.O.O.O
Total charge: 0

The geometry in XYZ format:
```
21
C2H14N2O3 ωB97M-V/def2-TZVPD
N -1.461 -0.801 -1.264
C -0.058 -0.299 -1.138
C -0.002 1.017 -0.323
N 1.296 1.125 0.348
H -1.392 -1.701 -1.717
H -1.975 -0.222 -1.916
H 0.439 -0.167 -2.102
H 0.383 -1.125 -0.570
H -0.213 1.792 -1.055
H -0.717 0.997 0.495
H 1.688 2.048 0.354
H 1.320 0.744 1.283
H 2.678 0.166 -1.222
H 4.008 -0.489 -1.537
O 3.210 -0.181 -1.948
H -0.570 -0.549 3.785
H -0.938 -0.192 2.406
O -0.326 0.091 3.112
H -3.086 -0.315 1.171
H -1.914 -1.004 0.473
O -2.368 -0.934 1.364
```

Verdict on stability: i comes out at the bottom.